# 1
# C25H45BiNP2S

C25H45BiNP2S as an isolated structure (ωB97M-V with the def2-TZVPD basis set, OMol25).

Structure (XYZ):
```
75
Properties=species:S:1:pos:R:3:forces:R:3:lowdin_charge:R:1
Bi 0.2290 -0.4052 -0.9512 -0.562 0.196 1.637 1.631
S 0.3488 -0.7259 4.6822 0.217 -0.074 0.223 0.806
P 2.0356 2.1078 1.1871 0.039 0.268 0.010 0.762
P 1.2515 -2.9098 0.3912 -0.002 -0.318 0.681 0.681
N 1.0495 -0.3445 1.9976 -0.492 -0.683 1.431 -0.032
C 2.4185 -0.2643 -3.3453 0.467 -0.335 -0.255 -0.192
C 1.4533 -1.3815 -3.8113 0.670 -0.138 -0.307 -0.193
C 0.7446 -0.5051 3.1444 0.354 0.383 -1.582 -0.869
C -3.2413 -1.7209 0.0072 -0.261 -0.442 -0.230 -0.050
C -3.0692 1.1981 -1.2946 -0.043 -0.025 -0.351 -0.033
C -0.9584 0.3409 -3.9744 -0.149 0.994 -0.546 -0.198
C -2.4759 1.7610 1.1421 0.183 -0.762 1.845 -0.214
C -2.9205 -0.4544 0.7087 0.337 -0.301 1.802 -0.249
C 0.7662 1.4435 -2.3582 1.152 0.044 -0.251 -0.318
C -0.0015 -4.1022 -0.2141 0.051 -0.233 -0.055 -0.282
C -0.9332 -0.8339 -3.0305 0.775 -0.963 -0.731 -0.302
C 3.7556 1.6600 1.6690 -0.229 -0.119 -0.037 -0.285
C -2.2537 3.2073 0.9544 -0.139 0.712 -0.034 -0.044
C -2.8192 0.8395 0.1230 0.050 -0.019 0.259 -0.224
C 2.3942 3.6223 0.2159 0.053 0.075 0.103 -0.304
C 2.7613 -3.3732 -0.5421 0.088 -0.049 0.118 -0.275
C 1.4781 2.8874 2.7585 -0.112 -0.094 -0.169 -0.274
C 1.5953 -3.5589 2.0669 0.185 -0.121 -0.009 -0.295
C -2.2310 1.6396 3.7122 0.014 0.262 0.317 -0.030
C 0.0057 1.5241 -3.6584 -0.755 0.094 -0.527 -0.183
C -2.4381 1.0528 2.3754 0.243 2.317 -1.688 -0.180
C 0.2403 -1.6710 -2.9458 -0.796 0.378 -0.815 -0.330
C -2.6938 -0.3193 2.1025 -0.637 -1.366 -2.558 -0.190
C 1.9330 0.6068 -2.2071 -0.662 1.227 -0.686 -0.329
C -2.7735 -1.4104 3.0914 -0.002 -0.331 0.427 -0.041
H -2.2898 1.8757 -1.6787 -0.211 -0.172 0.090 0.072
H -2.2962 -2.3192 2.7054 -0.087 0.053 0.090 0.075
H 4.2359 2.5300 2.1400 0.012 -0.314 -0.118 0.047
H -0.6779 -4.3559 0.6127 0.158 -0.003 -0.238 0.045
H 2.0450 -2.3070 -3.9043 -0.282 0.279 0.069 0.112
H 3.7126 0.8185 2.3732 0.141 0.219 -0.170 0.032
H 2.6938 0.3572 -4.2223 -0.208 -0.028 0.466 0.127
H 1.1243 -1.1587 -4.8357 -0.125 -0.064 0.185 0.114
H 0.4946 -5.0071 -0.5884 -0.301 0.044 0.082 0.053
H -1.9564 3.4326 -0.0779 -0.019 0.041 0.218 0.072
H 1.4624 4.1846 0.0784 0.243 -0.002 -0.024 0.039
H 3.0303 -4.4136 -0.3076 0.046 0.260 -0.199 0.050
H -3.1390 1.5364 4.3298 0.281 -0.027 -0.091 0.106
H -2.2700 -1.1421 4.0273 -0.267 -0.109 -0.195 0.030
H 4.3162 1.3536 0.7754 -0.025 0.076 0.283 0.036
H -1.9048 -1.3352 -2.9021 0.539 0.246 0.330 0.099
H 2.6060 -3.2585 -1.6246 0.008 -0.055 0.309 0.026
H 0.6997 1.6478 -4.5013 0.109 -0.055 0.231 0.116
H -0.5819 2.4645 -3.6553 0.270 -0.540 0.085 0.119
H 0.6723 -3.5383 2.6619 0.193 -0.068 -0.177 0.035
H -4.0283 1.7237 -1.4081 0.139 -0.062 0.083 0.110
H -2.0014 2.7094 3.6417 -0.015 -0.248 0.085 0.079
H 2.7024 0.9201 -1.4888 -0.483 -0.134 -0.084 0.079
H 3.1312 4.2308 0.7612 -0.216 0.025 -0.331 0.047
H 2.7883 3.3361 -0.7672 -0.011 0.205 0.170 0.028
H 1.4114 2.1234 3.5442 0.036 0.282 -0.129 0.021
H -3.8210 -1.6668 3.3140 0.237 0.041 0.021 0.105
H -0.7328 -0.0266 -4.9941 -0.172 -0.019 0.316 0.119
H 0.0683 -2.7359 -2.7534 0.018 0.466 0.232 0.090
H -4.3295 -1.8428 -0.1261 0.298 -0.098 -0.036 0.097
H 0.6514 2.3150 -1.7041 0.278 -0.407 -0.036 0.078
H -1.9778 0.7591 -4.0410 0.378 -0.351 0.159 0.110
H 1.9874 -4.5819 2.0075 -0.102 0.142 0.207 0.050
H -1.4695 3.5761 1.6245 -0.127 0.052 -0.154 0.054
H 2.1929 3.6706 3.0468 -0.250 -0.166 0.071 0.051
H -3.1063 0.3105 -1.9388 -0.036 0.261 0.193 0.059
H -1.4108 1.1312 4.2473 -0.245 0.184 -0.042 0.020
H 3.5790 -2.7034 -0.2375 -0.173 -0.245 -0.104 0.047
H -3.1670 3.7875 1.1672 0.281 -0.024 -0.105 0.097
H 3.3713 -0.7228 -3.0385 -0.364 0.090 0.029 0.114
H -0.6013 -3.6541 -1.0149 0.079 -0.220 0.162 0.004
H 2.3209 -2.9069 2.5696 -0.084 -0.222 -0.147 0.036
H 0.4794 3.3216 2.6052 0.323 -0.074 0.142 0.020
H -2.8795 -2.5911 0.5776 -0.139 0.232 -0.228 0.070
H -2.7870 -1.7590 -0.9967 -0.160 -0.069 0.277 0.042
```
Forces are in eV/Å.

The orbital gap (spin up / spin down) is 6.02 / 3.53 eV. The value obtained for the energy above the lowest of the compared OMol25 structures with the same formula, charge and spin is 0.0 kJ/mol. For the lowest unoccupied orbital energy (spin up / spin down), the calculation gives -3.60 / -5.99 eV. As for the net charge: +1.

=====

# 2
# C25H45Cl2LaP

C25H45Cl2LaP as an isolated structure (ωB97M-V with the def2-TZVPD basis set, OMol25).

Structure (XYZ):
```
74
Properties=species:S:1:pos:R:3:forces:R:3:lowdin_charge:R:1
La -0.1134 0.7540 3.5696 -1.037 2.576 -4.950 0.974
Cl 2.3636 0.6223 2.6819 1.442 -0.187 -0.330 -0.208
Cl -2.5557 0.8040 2.3253 -0.864 0.109 -0.397 -0.274
P 0.0426 0.5032 -0.3762 0.138 -0.195 -0.071 1.086
C -1.3266 -3.5944 4.0350 -1.025 -0.575 -0.157 -0.205
C 2.2735 -1.7566 -3.2627 -0.069 -0.044 0.053 -0.203
C 0.0580 -3.3044 3.5799 2.316 0.340 -1.871 -0.189
C 0.5456 3.9407 -2.8793 0.003 0.002 0.055 -0.204
C 3.7012 -1.3847 -2.8431 0.001 0.082 -0.014 -0.212
C -2.0632 0.3877 -2.3891 -0.086 -0.279 -0.192 -0.217
C -1.9190 -2.7377 5.1164 0.053 1.447 0.869 -0.180
C 1.3464 -0.5267 -1.2761 -0.549 0.275 0.240 -0.446
C 2.7491 -0.0169 -0.9166 0.094 -0.148 0.126 -0.235
C -3.0953 -2.1646 -1.2558 0.036 0.160 0.128 -0.203
C -1.5443 -1.2727 4.9054 -0.030 -0.153 -0.175 -0.264
C 0.6743 -2.0344 4.0991 0.389 -0.977 -0.689 -0.149
C -1.6754 -1.6676 -0.9539 -0.062 0.128 -0.087 -0.220
C 1.2199 -0.7489 -2.7834 0.234 -0.044 -0.177 -0.217
C -3.4719 -0.1122 -2.7335 -0.054 0.118 0.142 -0.202
C 0.1825 2.2569 -1.0541 -0.151 -0.542 0.244 -0.444
C -1.6089 -0.1335 -1.0254 0.396 0.449 0.267 -0.472
C 1.0569 3.0818 -0.0912 -0.063 0.164 -0.037 -0.226
C -3.6313 -1.6304 -2.5889 0.129 0.006 -0.035 -0.211
C 0.0762 2.5019 4.8312 0.463 -0.355 3.176 -0.547
C 3.8185 -1.0237 -1.3581 -0.170 0.059 0.003 -0.201
C 0.6525 2.4588 -2.4955 -0.090 0.276 -0.112 -0.225
C -0.0590 -1.2040 4.8103 0.924 -0.518 3.483 -0.427
C 0.9902 4.5751 -0.4408 -0.114 -0.111 0.027 -0.199
C 1.3051 4.8593 -1.9133 0.090 -0.116 -0.035 -0.212
H 1.3671 0.2001 -3.3149 -0.017 -0.257 0.096 0.093
H -3.1041 -3.2600 -1.2613 -0.077 0.060 0.004 0.102
H 4.8118 -0.6124 -1.1464 -0.051 -0.125 -0.028 0.106
H -0.6631 2.1657 5.6586 0.053 0.790 -0.590 -0.132
H -1.3640 0.0458 -3.1671 -0.189 0.117 0.117 0.093
H -4.1860 0.3899 -2.0673 0.047 -0.075 -0.040 0.115
H -1.3605 -4.6110 4.3726 -0.182 -0.751 0.115 0.103
H 2.0228 -2.7429 -2.8491 0.030 0.049 -0.016 0.110
H -1.9714 -0.9539 3.9429 -0.183 -0.118 -0.001 -0.003
H -1.5443 -2.9732 6.1000 0.257 -0.497 0.395 0.111
H -3.7552 -1.8377 -0.4410 0.072 -0.023 -0.085 0.114
H -0.9764 -2.1064 -1.6821 -0.119 0.034 0.125 0.098
H 0.7532 -4.1566 3.7331 -0.238 0.447 0.523 0.117
H 4.3745 -2.2193 -3.0699 -0.013 0.098 -0.054 0.100
H -0.8592 2.6226 -0.9772 0.254 0.027 0.057 0.114
H -4.6901 -1.8949 -2.6901 0.097 -0.014 -0.040 0.101
H -3.1045 -2.1284 -3.4138 0.025 0.040 0.051 0.107
H 4.0426 -0.5322 -3.4455 -0.062 -0.027 0.045 0.108
H 1.7005 2.1390 -2.5926 -0.217 0.081 0.028 0.099
H 0.9204 4.0790 -3.9008 -0.070 0.069 0.078 0.103
H -0.5164 4.2221 -2.8855 0.072 -0.023 -0.001 0.111
H -1.8987 -0.5262 5.6269 -0.198 -0.552 0.234 0.123
H -2.2804 0.2659 -0.2399 0.066 -0.181 -0.331 0.031
H 0.0595 1.8618 -3.2025 0.183 0.154 0.215 0.090
H 3.7095 -1.9332 -0.7518 0.014 0.082 -0.044 0.112
H -2.0547 1.4858 -2.4127 -0.007 -0.240 0.024 0.100
H 1.6794 5.1317 0.2032 -0.108 -0.001 -0.058 0.109
H 2.8221 0.1533 0.1674 -0.032 -0.003 -0.290 0.024
H -3.7207 0.1931 -3.7565 -0.076 -0.038 0.083 0.103
H 2.1002 2.7335 -0.1515 -0.217 0.025 0.035 0.107
H -1.3633 -2.0126 0.0423 -0.042 0.098 -0.144 0.103
H 1.0263 2.0871 5.3694 -0.393 0.891 -0.598 -0.129
H -1.9634 -3.5392 3.1685 -0.503 0.033 -0.335 0.112
H 1.6705 -1.7426 3.7429 -0.071 -0.456 0.687 0.061
H 0.2200 -1.1127 -3.0518 0.302 0.054 0.052 0.082
H 2.9342 0.9510 -1.4095 -0.049 -0.219 0.075 0.100
H 0.7390 2.9240 0.9520 0.117 0.069 -0.343 0.087
H 1.2051 -1.5070 -0.7810 0.161 0.172 -0.108 0.106
H 2.2159 -1.8445 -4.3541 0.059 -0.083 0.080 0.103
H 1.0688 5.9041 -2.1444 0.085 -0.061 0.007 0.100
H -0.0214 4.9383 -0.2163 0.071 -0.036 0.011 0.114
H 0.1469 -3.2498 2.4586 -0.519 0.078 0.723 0.125
H -2.9909 -2.7943 5.1919 -0.537 -0.426 -0.267 0.108
H 0.4227 -0.3717 5.4086 -0.079 -1.169 0.026 0.082
H 2.3835 4.7369 -2.0789 -0.058 -0.039 0.003 0.108
```
Forces are in eV/Å.

The orbital gap (spin up / spin down) is 4.82 / 4.82 eV. For the lowest unoccupied orbital energy (spin up / spin down), the calculation gives 2.52 / 2.52 eV. As for the net charge: -1.

=====

# 3
# C25H45Cl2PYb

C25H45Cl2PYb as an isolated structure (ωB97M-V with the def2-TZVPD basis set, OMol25).

Structure (XYZ):
```
74
Properties=species:S:1:pos:R:3:forces:R:3:lowdin_charge:R:1
Yb 2.9094 1.4684 3.5196 1.646 0.098 0.772 0.095
Cl 1.4543 -0.2266 4.4127 -1.005 -1.222 0.692 -0.270
Cl 1.8816 3.2754 2.2791 -0.731 1.471 -0.834 -0.234
P -0.2184 0.6990 -0.1724 -2.108 -1.192 2.341 0.954
C -0.7645 4.7681 -1.1921 -0.101 -0.051 0.226 -0.197
C -2.3867 2.4095 -0.3997 -0.362 0.294 -0.034 -0.208
C 2.2321 1.0171 -1.5005 0.107 0.070 -0.068 -0.222
C -1.3342 -3.0974 1.7866 2.140 -0.894 0.175 -0.143
C -0.6695 -2.7696 -2.3583 -0.083 0.104 0.079 -0.192
C -0.6046 -4.0111 4.3677 0.186 0.082 -0.096 -0.212
C -0.0235 -1.7443 -1.4230 0.030 -0.208 -0.181 -0.205
C 3.7073 1.3889 -1.3849 0.162 -0.024 0.070 -0.197
C 2.3500 -0.3508 0.6180 -0.446 0.183 -0.116 -0.214
C -0.7812 0.1736 -2.8988 0.051 -0.418 -0.279 -0.208
C -1.1826 -0.0283 1.0645 0.544 1.280 0.082 -0.250
C -0.0039 -3.3693 2.0212 -2.189 0.474 -0.501 -0.104
C -2.2949 4.7857 -1.3182 -0.018 -0.001 -0.003 -0.212
C -0.8326 -2.2210 -3.7846 0.099 0.010 -0.038 -0.202
C -1.4537 -0.8157 -3.8534 -0.004 0.022 -0.039 -0.200
C -0.7906 -0.4256 -1.4958 0.294 0.579 -0.898 -0.393
C 4.5046 0.3769 -0.5423 -0.053 0.118 -0.003 -0.194
C 3.8210 0.0406 0.8048 0.146 0.060 -0.305 -0.237
C -1.7730 -3.0268 4.2987 0.097 0.279 -0.302 -0.201
C -2.9960 3.8196 -0.3501 0.345 -0.016 -0.025 -0.200
C -0.1742 3.3539 -1.2397 -0.110 0.248 -0.082 -0.213
C 0.5282 -3.6362 3.3928 -0.076 0.307 0.621 -0.223
C -0.8636 2.4371 -0.2269 0.424 -0.367 -0.235 -0.373
C 1.6187 0.8006 -0.1084 0.092 0.509 -0.327 -0.400
C -2.3578 -2.9274 2.8738 -0.180 -0.360 0.416 -0.201
H -1.8426 -0.6355 -1.2375 0.455 0.259 0.139 0.119
H 1.7755 1.7332 0.4928 -0.120 -0.638 -0.429 0.008
H -1.4316 0.6313 1.9069 0.418 -0.488 0.022 -0.001
H 2.2812 -1.2661 0.0076 0.159 0.190 0.169 0.102
H 1.2699 -4.4486 3.3542 -0.136 0.171 -0.011 0.106
H 2.1217 0.1035 -2.1058 0.120 0.153 0.163 0.099
H 3.7888 2.3829 -0.9222 -0.055 -0.140 -0.036 0.116
H -0.0674 -3.6887 -2.3639 -0.175 0.129 -0.095 0.110
H -2.9096 4.2005 0.6763 0.033 0.002 -0.109 0.114
H 5.5055 0.7906 -0.3555 -0.154 -0.183 0.010 0.103
H -2.5725 4.5279 -2.3497 0.006 -0.007 0.080 0.107
H -2.8824 -1.9638 2.7617 0.234 -0.254 -0.146 0.108
H -1.4088 -0.4250 -4.8785 -0.048 -0.195 0.081 0.105
H -4.0702 3.7626 -0.5776 0.216 0.047 0.038 0.105
H -3.1257 -3.7087 2.7566 0.041 0.129 -0.094 0.104
H -0.2880 2.9413 -2.2526 0.032 0.104 0.094 0.101
H 0.7354 -3.3545 1.2116 -0.445 -0.163 0.090 0.089
H -0.2117 -4.0221 5.3870 0.012 -0.110 -0.006 0.102
H -2.5169 -0.8849 -3.5843 0.095 0.032 -0.018 0.113
H -0.0101 -2.1269 -0.3929 0.002 0.148 -0.306 0.072
H 4.3693 -0.7724 1.3065 -0.111 0.342 -0.039 0.105
H -1.4504 -2.9124 -4.3666 0.108 0.020 -0.042 0.101
H 0.8988 3.4192 -1.0208 -0.200 -0.032 -0.036 0.097
H 0.2509 0.3751 -3.2091 -0.121 -0.041 -0.127 0.101
H 0.1542 -2.1944 -4.2634 -0.030 0.015 0.016 0.109
H -0.9513 -5.0247 4.1285 -0.057 0.063 0.045 0.108
H -2.8454 1.7849 0.3750 0.228 0.041 -0.271 0.093
H -1.0161 -1.0822 1.2440 0.042 0.473 0.170 -0.065
H 4.1365 1.4679 -2.3950 0.052 -0.003 0.245 0.107
H -1.7195 -3.0049 0.7630 0.334 0.110 0.353 0.090
H 1.8464 -0.5907 1.5712 0.153 0.163 -0.199 0.058
H -1.4314 -2.0283 4.6009 0.115 -0.186 -0.028 0.103
H -2.6516 5.8056 -1.1329 -0.018 -0.078 -0.134 0.100
H 1.0498 -2.7414 3.7908 -0.156 -0.367 -0.292 0.033
H 3.9077 0.9565 1.4429 0.085 -0.554 -0.524 0.011
H -2.5585 -3.3169 5.0085 0.097 0.032 -0.137 0.100
H -0.5978 2.7955 0.7834 -0.132 -0.089 -0.168 0.095
H -1.3134 1.1333 -2.9158 0.070 -0.207 -0.010 0.091
H -0.3139 5.3881 -1.9788 -0.086 -0.079 0.143 0.107
H -2.6413 1.9585 -1.3723 0.069 0.007 0.154 0.107
H -0.4822 5.2159 -0.2301 -0.014 -0.025 -0.083 0.116
H 1.0200 -1.5804 -1.7250 -0.157 -0.087 0.012 0.099
H 1.7089 1.8123 -2.0476 0.111 -0.233 0.098 0.087
H 4.6435 -0.5417 -1.1320 -0.080 0.057 0.183 0.109
H -1.6552 -3.0363 -1.9498 0.112 0.040 -0.071 0.112
```
Forces are in eV/Å.

The orbital gap (spin up / spin down) is 3.46 / 6.28 eV. As for the spin multiplicity: 2. The value obtained for the energy above the lowest of the compared OMol25 structures with the same formula, charge and spin is 41.7 kJ/mol. For the lowest unoccupied orbital energy (spin up / spin down), the calculation gives 2.53 / 2.53 eV. As for the net charge: -1.